{"formula": "C3H4N2O", "method": "wB97M-V/def2-TZVPD", "species": ["N", "C", "C", "C", "N", "O", "H", "H", "H", "H"], "xyz": [[1.78566, -0.20319, -0.36306], [0.45217, -0.25528, -0.03496], [-0.54823, 0.56745, -0.45515], [-1.66793, 0.10393, 0.26827], [-1.39396, -0.93606, 1.01404], [-0.02101, -1.17192, 0.81082], [2.44261, -0.72289, 0.20055], [2.07555, 0.75047, -0.53128], [-0.46169, 1.33203, -1.20794], [-2.66316, 0.53545, 0.29871]], "mulliken_charge": [-0.51, 0.49, -0.25, -0.40, -0.38, -0.17, 0.25, 0.24, 0.34, 0.39], "orbital_gap_ev": 9.53, "fmax_ev_per_a": 0.417, "e_lumo_ev": 0.85, "relative_energy_kcal_mol": 42.0, "multiplicity": 1, "energy_ha": -301.42033, "homo_ha": -0.3191}